Record 1
Below is one molecule with the formula C3H8N2O2 at a distorted geometry, with properties calculated with ωB97M-V/def2-TZVPD.

```
15
Properties=species:S:1:pos:R:3:forces:R:3
C -0.190 0.428 -0.700 0.714 -0.280 -0.202
C -1.166 -0.711 -0.274 1.529 2.106 -0.319
C 1.623 0.385 1.112 -0.680 0.581 2.204
N -0.575 -0.564 1.075 -1.009 0.022 0.974
N 0.219 0.625 0.744 -0.900 -0.176 -1.546
O -2.478 -0.348 -0.584 -0.230 0.359 0.903
O 1.874 -1.004 1.139 0.627 0.412 0.330
H 0.618 0.026 -1.378 -0.656 0.962 0.549
H -0.725 1.362 -1.055 0.817 -1.183 -0.070
H -0.886 -1.701 -0.584 -0.768 -0.414 -0.774
H 1.611 1.033 2.193 0.902 -2.229 -2.428
H 2.367 0.823 0.405 -0.863 0.013 0.536
H -1.254 -0.408 1.816 0.108 0.287 0.002
H -2.542 0.634 -0.462 -0.008 -1.283 -0.155
H 1.026 -1.475 1.328 0.416 0.823 -0.004
```
Forces are in eV/Å.

Computed properties:
HOMO level	-8.898	eV
Kohn-Sham gap	9.71	eV
2S+1	1
charge	0
E	-378.9888	a.u.
molecular weight	104.1	Da
structure (SMILES)	OCN1C[C@H](O)N1

Results of the natural (NBO) charge analysis, in e, for atoms 1 through 8: C -0.268; C 0.217; C 0.091; N -0.527; N -0.319; O -0.692; O -0.749; H 0.208

=====

Record 2
Below is one molecule with the formula C3H8N2O2 at a distorted geometry, with properties calculated with ωB97M-V/def2-TZVPD.

```
15
Properties=species:S:1:pos:R:3:forces:R:3
C 0.239 0.192 0.505 2.104 -1.990 -1.569
C -0.682 -0.605 -0.433 -2.888 1.666 0.586
C 1.687 -0.213 -0.190 -0.837 2.031 2.026
N -0.139 1.548 0.495 -2.356 -1.100 -0.035
N -2.126 -0.101 -0.152 1.962 -1.475 0.112
O 2.185 -1.350 0.331 -0.212 -0.215 -0.052
O 2.304 0.514 -0.919 -0.232 -0.380 -0.215
H 3.111 -1.457 0.055 -0.266 0.124 -0.205
H 0.258 -0.254 1.505 0.062 -0.213 -0.059
H -1.331 1.399 0.250 4.328 1.486 0.461
H 0.659 2.127 0.243 -1.192 0.548 -0.478
H -2.567 0.636 -0.686 -0.095 -0.744 0.113
H -2.487 -0.456 0.727 -0.432 0.592 -0.523
H -0.588 -1.675 -0.261 -0.306 -0.030 -0.230
H -0.522 -0.306 -1.470 0.359 -0.299 0.067
```
Forces are in eV/Å.

Computed properties:
HOMO level	-8.604	eV
Kohn-Sham gap	9.37	eV
2S+1	1
charge	0
E	-379.0415	a.u.
molecular weight	104.1	Da
structure (SMILES)	NC[C@H](N)C(=O)O

Results of the natural (NBO) charge analysis, in e, for atoms 1 through 8: C -0.135; C -0.225; C 0.788; N -0.942; N -0.897; O -0.694; O -0.600; H 0.497

=====

Record 3
Below is one molecule with the formula C3H8N2O2 at a distorted geometry, with properties calculated with ωB97M-V/def2-TZVPD.

```
15
Properties=species:S:1:pos:R:3:forces:R:3
N -0.391 -2.002 0.145 -0.299 -0.274 -0.368
C -0.477 -0.947 -0.806 -0.231 -0.259 -0.194
O 0.018 -1.023 -1.903 -0.229 0.095 0.412
N -1.126 0.189 -0.299 0.010 -0.183 0.112
C -0.304 1.401 -0.344 0.092 -0.016 -0.103
C 0.982 1.177 0.499 0.013 0.325 0.114
O 1.447 -0.151 0.478 0.203 -0.126 0.338
H 0.076 -2.815 -0.235 -0.251 0.001 -0.091
H -1.218 -2.224 0.680 -0.010 0.039 -0.086
H -1.447 0.043 0.650 -0.015 -0.084 -0.072
H -0.894 2.234 0.062 0.180 -0.209 -0.106
H -0.083 1.637 -1.387 0.059 -0.184 0.141
H 0.809 1.514 1.533 -0.046 -0.048 -0.100
H 1.794 1.788 0.089 -0.139 -0.045 0.137
H 0.814 -0.822 0.837 0.665 0.968 -0.133
```
Forces are in eV/Å.

Computed properties:
HOMO level	-9.648	eV
Kohn-Sham gap	10.30	eV
2S+1	1
charge	0
E	-379.1019	a.u.
molecular weight	104.1	Da
structure (SMILES)	NC(=O)NCCO

Results of the natural (NBO) charge analysis, in e, for atoms 1 through 8: N -0.906; C 0.800; O -0.587; N -0.644; C -0.247; C -0.079; O -0.740; H 0.406